The following is a DFT calculation (ωB97M-V/def2-TZVPD) of a single C5H11NO molecule at a distorted geometry.

The energy above the lowest of the compared OMol25 structures with the same formula, charge and spin comes out at 1.924 eV. The electronic energy comes out at -8899.774 eV. The charge is 0. As for the SMILES: CC[C@H](C=O)NC. The LUMO energy comes out at 0.98 eV. Its frontier orbital gap is 10.68 eV.

The geometry in XYZ format:
```
18
Properties=species:S:1:pos:R:3:forces:R:3:nbo_charge:R:1
C 0.268 0.700 -1.995 -0.15 0.57 -0.62 -0.601
C 0.734 -0.128 -0.812 -0.80 -0.55 -0.78 -0.419
C 0.113 0.380 0.477 0.83 -0.46 2.43 -0.173
C 1.180 1.166 1.208 0.39 0.53 -0.03 0.444
O 1.071 2.334 1.467 -0.27 0.39 0.10 -0.523
N -0.297 -0.708 1.474 -0.72 1.04 -2.45 -0.586
C -1.378 -1.485 0.820 0.45 -1.67 0.76 -0.442
H 0.594 1.740 -1.918 -0.10 0.02 0.02 0.210
H 0.595 0.338 -2.970 0.40 -0.17 0.18 0.213
H -0.825 0.692 -2.086 0.10 0.09 0.33 0.205
H 0.424 -1.151 -1.051 0.06 0.03 0.47 0.217
H 1.823 -0.170 -0.730 -0.03 0.15 0.01 0.213
H -0.695 1.112 0.465 -0.27 -0.14 -1.12 0.200
H 2.126 0.683 1.491 0.01 -0.64 -0.07 0.115
H -0.788 -0.159 2.174 0.20 -0.19 0.38 0.349
H -1.679 -2.180 1.609 -0.60 0.09 -0.21 0.208
H -2.238 -1.008 0.346 -0.02 0.75 0.48 0.178
H -1.027 -2.155 0.032 0.54 0.17 0.11 0.192
```
Positions in Å, forces in eV/Å.



The following is a DFT calculation (ωB97M-V/def2-TZVPD) of a molecular structure, C40H30Br2N2OP2PdTe.

The energy above the lowest of the compared OMol25 structures with the same formula, charge and spin comes out at 1.642 eV. The electronic energy comes out at -216429.945 eV. The charge is 0. The LUMO energy comes out at -0.95 eV. Its frontier orbital gap is 6.32 eV.

The geometry in XYZ format:
```
79
Properties=species:S:1:pos:R:3:forces:R:3:mulliken_charge:R:1
Pd 0.881 -0.856 -1.547 0.35 -0.05 0.10 0.089
C 3.955 -0.830 -0.008 -0.02 -0.02 0.01 -0.714
C 3.940 -0.081 -1.304 0.02 0.02 -0.06 0.625
C 5.102 0.583 -1.758 -0.01 -0.01 0.03 -0.998
C 5.090 1.248 -2.946 0.00 0.00 -0.02 -0.793
C 3.910 1.288 -3.723 -0.04 0.01 -0.01 1.056
C 3.773 1.963 -4.957 -0.01 -0.01 0.00 -0.109
Br 5.247 2.883 -5.714 0.01 0.01 -0.01 -0.244
C 2.575 1.964 -5.615 0.04 0.01 0.00 -0.341
C 1.464 1.302 -5.081 0.02 0.01 0.04 -0.193
Br -0.170 1.351 -6.023 0.00 -0.01 0.01 -0.176
C 1.514 0.612 -3.875 0.01 0.02 -0.02 0.754
O 0.494 -0.002 -3.371 -0.23 -0.07 -0.04 -0.701
C 2.785 0.615 -3.204 0.03 -0.03 0.04 -0.388
N 2.835 -0.066 -2.015 0.21 0.06 -0.14 -0.119
H 4.669 -0.388 0.685 0.01 0.00 0.01 0.460
H 4.244 -1.870 -0.178 -0.01 0.01 0.01 0.348
H 2.969 -0.819 0.456 0.00 -0.01 0.00 -0.289
H 5.994 0.554 -1.148 0.00 0.00 0.00 0.467
H 5.975 1.756 -3.304 0.00 0.00 0.00 0.362
H 2.473 2.484 -6.557 0.00 0.00 0.00 0.424
Te -3.655 0.103 0.732 0.13 -0.01 0.02 0.286
C -3.292 -0.241 2.793 -0.04 0.00 0.04 -0.116
C -2.741 -1.434 3.247 0.02 0.05 -0.03 -0.009
C -2.422 -1.559 4.590 0.01 -0.04 0.00 -0.465
N -2.633 -0.602 5.492 0.01 -0.01 0.04 -0.659
C -3.191 0.524 5.058 -0.01 0.04 0.00 -0.283
C -3.533 0.754 3.731 0.01 0.01 -0.02 -0.253
C -1.680 0.005 0.093 0.06 0.13 -0.22 -0.715
P -0.500 1.366 -0.147 -0.11 0.01 0.20 1.029
C -1.608 2.819 -0.168 -0.02 -0.01 -0.06 -0.140
C -1.850 3.648 0.922 0.01 0.02 0.01 -0.143
C -2.759 4.694 0.820 0.01 0.00 0.01 -0.818
C -3.437 4.918 -0.367 -0.01 -0.01 -0.01 -0.477
C -3.197 4.098 -1.463 -0.03 0.04 0.00 -0.617
C -2.285 3.062 -1.364 0.05 -0.05 -0.01 -0.441
C 0.454 1.600 1.408 0.02 0.02 -0.01 0.756
C -0.018 1.388 2.702 -0.01 0.01 -0.03 -0.057
C 0.818 1.534 3.799 0.00 -0.01 0.02 -0.465
C 2.145 1.903 3.617 0.00 0.00 0.03 -0.778
C 2.629 2.124 2.337 0.04 0.00 -0.01 -0.597
C 1.791 1.964 1.241 -0.04 -0.02 0.00 -1.049
P -1.011 -1.363 -0.640 -0.39 0.11 0.27 1.113
C 0.327 -2.213 0.283 -0.10 -0.37 -0.29 -0.082
C 1.063 -3.203 -0.398 -0.11 0.11 0.03 0.558
C 2.094 -3.880 0.253 0.02 0.06 0.05 -0.917
C 2.366 -3.590 1.576 -0.01 0.01 0.00 -0.580
C 1.635 -2.615 2.264 0.05 -0.01 -0.03 -0.578
C 0.635 -1.921 1.621 0.04 0.13 -0.03 -0.801
C -2.189 -2.604 -1.185 0.05 -0.08 0.08 0.365
C -3.018 -2.294 -2.262 0.04 0.06 -0.05 -0.348
C -3.969 -3.204 -2.687 0.00 -0.02 0.01 -0.710
C -4.100 -4.424 -2.036 -0.02 0.00 -0.03 -0.489
C -3.277 -4.736 -0.965 0.01 -0.03 0.04 -0.746
C -2.318 -3.830 -0.539 -0.02 0.01 -0.04 -0.185
H -2.552 -2.253 2.564 0.02 -0.02 -0.02 0.459
H -1.979 -2.476 4.964 0.00 0.00 -0.01 0.403
H -3.361 1.292 5.805 0.00 0.00 0.00 0.376
H -3.946 1.711 3.432 0.00 -0.03 0.02 0.376
H -1.335 3.482 1.859 0.02 0.00 -0.01 0.357
H -2.938 5.332 1.676 0.00 0.01 0.00 0.410
H -4.147 5.732 -0.443 0.00 0.00 0.00 0.381
H -3.716 4.273 -2.397 0.00 0.00 0.00 0.401
H -2.090 2.428 -2.224 0.01 0.00 0.00 0.460
H -1.049 1.101 2.853 -0.10 -0.05 0.01 0.227
H 0.431 1.362 4.796 0.00 0.00 0.00 0.504
H 2.798 2.019 4.473 0.00 0.00 0.00 0.406
H 3.662 2.414 2.188 0.00 0.00 0.00 0.459
H 2.174 2.115 0.237 0.00 0.01 0.00 0.422
H 0.764 -3.490 -1.400 0.04 -0.07 0.00 0.543
H 2.659 -4.640 -0.270 0.00 0.00 -0.01 0.451
H 3.150 -4.129 2.093 0.00 0.00 0.00 0.383
H 1.856 -2.406 3.303 0.00 0.00 0.00 0.491
H 0.064 -1.158 2.131 -0.03 0.04 0.05 0.337
H -2.911 -1.339 -2.765 0.01 0.00 0.00 0.473
H -4.609 -2.964 -3.525 0.00 0.01 0.00 0.406
H -4.849 -5.133 -2.364 0.00 0.00 0.00 0.387
H -3.384 -5.685 -0.456 0.00 0.00 0.00 0.412
H -1.679 -4.073 0.301 0.02 0.00 0.02 0.367
```
Positions in Å, forces in eV/Å.



The following is a DFT calculation (ωB97M-V/def2-TZVPD) of a molecular structure, C13H6Cl5NO4Pt.

Its spin multiplicity is 3. The energy above the lowest of the compared OMol25 structures with the same formula, charge and spin comes out at 0.113 eV. The electronic energy comes out at -89115.449 eV. The charge is -2. The LUMO energy (spin up / spin down) comes out at 4.67 / 4.67 eV. Its frontier orbital gap (spin up / spin down) is 4.84 / 5.65 eV.

The geometry in XYZ format:
```
30
Properties=species:S:1:pos:R:3:forces:R:3:mulliken_spin:R:1
Pt -1.359 -0.357 1.586 0.12 -0.27 0.00 1.357
Cl 2.955 -3.780 -2.738 -0.02 0.02 0.02 0.001
C 1.558 -3.320 -1.801 -0.09 0.05 0.07 0.004
C 0.387 -4.044 -1.892 0.01 0.05 0.06 -0.001
Cl 0.287 -5.438 -2.936 -0.01 0.04 0.03 0.000
C -0.728 -3.649 -1.126 -0.01 -0.01 -0.07 0.023
Cl -2.223 -4.545 -1.224 0.05 0.00 -0.01 0.000
C -0.706 -2.543 -0.275 -0.04 -0.08 -0.05 -0.018
O -1.730 -2.172 0.426 -0.01 0.09 0.00 0.089
C 0.528 -1.793 -0.168 0.07 0.05 0.02 -0.016
O 0.580 -0.784 0.636 -0.01 -0.02 -0.05 0.101
C 1.616 -2.206 -0.943 0.05 -0.03 -0.04 0.022
Cl 3.082 -1.271 -0.808 -0.03 -0.04 -0.02 0.000
O -2.922 -0.204 3.373 -0.10 0.00 -0.04 0.041
N -2.226 0.505 4.126 0.02 0.05 0.02 0.005
O -1.102 0.782 3.658 0.00 0.09 0.00 0.050
Cl -0.824 0.903 -2.179 0.02 0.04 0.02 0.005
C -0.038 1.918 -0.989 0.09 -0.02 -0.05 0.057
C 1.205 2.436 -1.310 -0.04 -0.03 -0.03 -0.033
C 1.892 3.218 -0.394 -0.02 -0.01 0.02 0.075
C 1.310 3.456 0.848 -0.02 0.00 0.02 -0.035
C 0.071 2.928 1.155 0.03 0.05 0.03 0.049
C -0.659 2.132 0.249 -0.13 0.02 0.03 -0.066
C -1.927 1.526 0.648 0.14 -0.08 0.11 0.279
H 1.642 2.200 -2.272 -0.03 -0.01 0.01 -0.002
H 2.875 3.605 -0.635 -0.01 0.00 0.00 0.010
H 1.841 4.042 1.591 -0.03 -0.01 0.00 -0.002
H -0.358 3.076 2.141 0.03 0.01 -0.03 0.005
H -2.593 1.285 -0.174 -0.01 0.00 -0.07 -0.001
H -2.433 2.093 1.427 -0.01 0.06 0.00 0.001
```
Positions in Å, forces in eV/Å.



The following is a DFT calculation (ωB97M-V/def2-TZVPD) of a molecular structure, C7H17Br3HfNO6 at a distorted geometry.

The energy above the lowest of the compared OMol25 structures with the same formula, charge and spin comes out at 4.750 eV. The electronic energy comes out at -232723.431 eV. The charge is -1. The LUMO energy comes out at -4.18 eV. Its frontier orbital gap is 1.55 eV.

The geometry in XYZ format:
```
35
Properties=species:S:1:pos:R:3:forces:R:3:nbo_charge:R:1
Hf -2.658 -1.025 -1.575 -0.59 -0.71 0.07 1.269
Br -3.232 1.981 -5.522 0.11 -0.25 0.38 -0.472
Br -2.191 -4.783 -4.394 -0.02 0.54 0.42 -0.601
Br -5.676 -3.449 1.138 0.68 0.50 -0.52 -0.536
N -6.826 3.426 -0.767 -0.76 0.02 0.59 0.717
O -8.029 3.287 -0.708 -2.81 -2.73 0.20 -0.389
O -6.585 4.600 -0.903 3.27 2.78 -0.59 -0.386
O -6.014 2.521 -0.638 0.44 -0.14 -0.21 -0.449
C 4.760 -0.744 -2.860 1.50 -1.12 -0.68 -0.608
C 3.966 0.304 -2.103 -1.25 0.86 -0.80 0.041
C 4.416 1.715 -2.547 -0.19 0.25 -0.61 -0.641
O 2.613 0.066 -2.182 1.55 0.26 0.36 -0.433
H 4.741 -1.773 -2.502 -1.21 -0.05 -0.02 0.222
H 5.837 -0.631 -2.731 0.23 0.96 0.04 0.206
H 4.594 -0.681 -3.936 -0.34 -0.17 0.06 0.216
H 4.360 0.153 -1.098 -0.32 -0.11 1.04 0.212
H 5.464 1.926 -2.335 0.04 -0.19 0.26 0.201
H 3.821 2.561 -2.203 -0.17 -0.34 0.61 0.221
H 4.323 1.821 -3.628 0.00 -0.36 -0.26 0.210
C 0.277 -3.323 1.982 1.13 -0.16 -0.92 -0.264
O -0.570 -2.179 2.041 0.67 0.38 2.82 -0.542
C -0.179 -1.327 3.233 -0.09 1.06 -2.10 -0.090
C -1.033 -0.068 3.323 -1.84 -2.26 -1.29 -0.095
O -1.144 0.464 1.982 0.71 -0.11 0.81 -0.549
C -1.146 1.858 2.066 -0.52 0.96 -0.23 -0.257
H -0.021 -4.041 1.218 -0.92 0.14 0.19 0.199
H 0.525 -3.878 2.886 -0.86 0.22 0.54 0.171
H 1.274 -3.091 1.607 0.32 0.78 -0.03 0.162
H 0.754 -0.818 2.990 0.89 -1.06 0.07 0.175
H -0.198 -1.797 4.216 0.19 -0.63 -0.34 0.187
H -0.694 0.586 4.126 0.42 0.34 -0.45 0.190
H -2.024 -0.417 3.614 -0.45 0.36 0.06 0.183
H -0.224 2.206 2.533 -0.16 0.25 0.40 0.165
H -2.071 2.159 2.558 0.20 0.41 0.65 0.174
H -1.210 2.391 1.118 0.17 -0.68 -0.51 0.192
```
Positions in Å, forces in eV/Å.



The following is a DFT calculation (ωB97M-V/def2-TZVPD) of a single C2HNO4 molecule at a distorted geometry.

The energy above the lowest of the compared OMol25 structures with the same formula, charge and spin comes out at 4.564 eV. The electronic energy comes out at -11764.715 eV. The charge is 0. As for the SMILES: O=C1O[C@H]1[N+](=O)[O-]. The LUMO energy comes out at -0.36 eV. Its frontier orbital gap is 10.67 eV.

The geometry in XYZ format:
```
8
Properties=species:S:1:pos:R:3:forces:R:3:nbo_charge:R:1
O 0.144 2.653 0.749 1.77 6.94 1.15 -0.464
C -0.274 1.619 0.705 -0.55 -6.63 -2.31 0.799
O -0.880 0.630 1.297 -1.16 -0.75 0.11 -0.406
C -0.209 0.318 -0.014 -1.21 2.06 -0.48 -0.034
N -1.086 0.313 -1.377 1.48 -0.35 2.83 0.549
O -2.013 1.075 -1.372 -0.09 -0.24 -0.26 -0.340
O -0.642 -0.378 -2.250 -0.21 0.04 -0.33 -0.330
H 0.707 -0.213 0.135 -0.04 -1.06 -0.70 0.226
```
Positions in Å, forces in eV/Å.



The following is a DFT calculation (ωB97M-V/def2-TZVPD) of 6 unconnected molecules or ions with the total composition C30H41BrN7O at a distorted geometry.

The electronic energy comes out at -114286.433 eV. The charge is +1. The LUMO energy comes out at -4.62 eV. Its frontier orbital gap is 5.15 eV.

The geometry in XYZ format:
```
80
Properties=species:S:1:pos:R:3:forces:R:3:mulliken_charge:R:1
C 0.748 0.109 2.488 -0.42 -0.72 0.41 -1.674
C 0.652 -1.414 2.175 0.80 1.25 0.28 1.089
C 1.999 -1.790 1.515 -1.04 0.00 -0.74 -1.957
C 0.358 -2.150 3.518 0.22 -0.35 -0.49 1.391
C 1.503 -3.104 3.908 -0.67 0.05 0.41 -2.136
C -0.954 -2.980 3.587 0.78 -0.44 0.51 -1.153
O -1.901 -2.842 2.485 0.27 0.36 0.51 -0.350
C -2.565 -1.733 2.429 -0.67 0.65 -0.86 0.728
C -2.577 -0.719 3.432 1.00 -0.91 1.01 0.135
N -3.190 0.419 3.433 -0.32 0.51 -0.24 -0.476
N -3.889 0.671 2.346 0.28 -0.56 0.15 0.060
C -3.977 -0.208 1.361 -1.16 0.72 -1.79 -0.096
C -3.362 -1.418 1.309 0.65 -0.86 0.69 -0.350
Br -3.581 -2.560 -0.151 0.11 0.16 0.24 0.003
H 0.693 0.724 1.591 0.17 0.05 0.03 0.363
H 1.674 0.281 3.038 0.06 0.22 -0.16 0.446
H -0.052 0.383 3.183 -0.07 0.27 -0.22 0.360
H -0.125 -1.507 1.410 -0.10 -0.48 0.22 0.013
H 1.983 -1.338 0.518 0.18 0.04 0.03 0.484
H 2.080 -2.862 1.342 0.30 0.02 0.13 0.490
H 2.847 -1.366 2.048 0.05 -0.28 0.14 0.376
H 0.315 -1.410 4.321 -0.10 0.15 -0.16 -0.207
H 1.583 -3.903 3.173 0.23 -0.02 0.06 0.542
H 2.440 -2.567 4.026 0.05 -0.05 -0.16 0.389
H 1.275 -3.550 4.881 0.06 -0.07 -0.04 0.478
H -1.451 -2.780 4.536 -0.32 -0.05 -0.09 0.451
H -0.689 -4.033 3.624 -0.28 -0.09 -0.46 0.560
H -2.001 -0.916 4.322 0.04 0.13 0.04 0.291
H -4.367 1.560 2.282 0.05 0.05 0.22 0.253
H -4.577 0.084 0.507 -0.06 0.18 0.13 0.430
N 1.569 0.237 -3.820 -0.02 -0.09 0.09 0.084
C 0.900 -0.037 -2.658 -0.02 0.10 0.01 -0.503
C 0.737 -1.397 -2.575 -0.01 0.18 0.05 -0.346
C 1.337 -1.961 -3.732 0.01 -0.24 0.00 -0.642
C 1.846 -0.932 -4.475 -0.01 0.14 -0.05 -0.680
H 1.822 1.155 -4.141 0.03 0.00 0.02 0.254
H 0.597 0.756 -1.994 -0.01 0.00 -0.01 0.380
H 0.243 -1.920 -1.772 0.02 -0.05 -0.02 0.609
H 1.392 -3.007 -3.984 0.02 0.01 -0.01 0.440
H 2.379 -0.930 -5.410 -0.02 -0.03 -0.01 0.422
N 3.887 -4.959 -0.589 -0.10 -0.01 0.05 0.012
C 2.838 -4.462 -1.314 0.05 0.09 0.01 -0.716
C 1.943 -5.481 -1.505 -0.05 0.06 0.04 -0.124
C 2.470 -6.636 -0.863 -0.02 -0.02 0.04 -0.707
C 3.669 -6.280 -0.307 0.05 0.02 0.03 -0.559
H 4.694 -4.434 -0.306 0.02 -0.01 -0.03 0.213
H 2.820 -3.433 -1.634 0.00 -0.02 -0.05 0.602
H 1.012 -5.409 -2.044 0.01 -0.01 -0.02 0.456
H 2.020 -7.614 -0.818 0.01 0.00 -0.01 0.406
H 4.383 -6.851 0.261 -0.01 -0.02 -0.03 0.417
N -1.075 4.602 -3.771 0.03 0.04 0.02 -0.048
C -0.333 3.504 -3.435 0.00 -0.09 -0.07 -0.394
C 0.564 3.883 -2.471 -0.05 -0.05 0.00 -0.139
C 0.351 5.265 -2.213 0.01 0.02 0.03 -0.871
C -0.668 5.679 -3.027 -0.04 0.02 -0.06 -0.460
H -1.808 4.615 -4.457 -0.08 -0.07 0.09 0.244
H -0.507 2.552 -3.911 0.01 0.00 0.01 0.418
H 1.294 3.243 -2.002 0.01 0.02 0.00 0.447
H 0.884 5.882 -1.510 0.00 0.00 -0.01 0.411
H -1.135 6.642 -3.144 0.01 0.00 0.02 0.393
N -0.872 0.076 6.723 0.06 -0.06 0.00 0.101
C -0.148 -1.046 7.042 -0.03 0.02 -0.10 -0.233
C 0.775 -0.694 7.987 0.02 -0.03 -0.01 -0.594
C 0.600 0.691 8.256 -0.01 0.01 -0.01 -0.500
C -0.424 1.136 7.465 0.02 0.03 -0.04 -0.480
H -1.618 0.117 6.057 -0.10 0.12 0.13 0.164
H -0.352 -1.994 6.570 0.00 -0.03 0.08 0.356
H 1.496 -1.354 8.440 -0.01 0.00 0.01 0.432
H 1.161 1.289 8.953 -0.01 -0.01 0.00 0.406
H -0.869 2.111 7.365 0.01 0.00 0.02 0.396
N -1.608 5.991 -6.949 -0.07 0.02 -0.01 0.126
C -1.288 6.896 -7.925 0.04 0.00 0.02 -0.451
C -2.058 6.621 -9.022 0.01 0.02 0.01 -0.455
C -2.879 5.508 -8.697 -0.04 -0.02 0.00 -0.539
C -2.581 5.144 -7.412 0.06 -0.01 0.09 -0.219
H -1.193 5.957 -6.037 0.13 0.05 -0.06 0.132
H -0.543 7.654 -7.753 0.00 0.00 -0.02 0.360
H -2.036 7.157 -9.956 0.00 0.00 0.00 0.389
H -3.605 5.032 -9.334 0.00 0.00 0.00 0.380
H -2.976 4.357 -6.790 -0.02 -0.02 -0.05 0.276
```
Positions in Å, forces in eV/Å.